C45H98BrN7O2P | ωB97M-V with the def2-TZVPD basis set

Net charge ... +1
Gap between HOMO and LUMO ... 5.99 eV

XYZ file:
```
154
Properties=species:S:1:pos:R:3:forces:R:3
C 1.624635 3.469683 -1.815339 -0.157 0.293 -0.693
H 1.903348 4.084860 4.135104 -0.007 0.064 -0.051
H 0.320933 3.946373 -6.796864 0.006 0.003 -0.010
C 5.489705 2.967211 -2.124162 -0.076 -0.390 0.078
H 3.985846 -1.843596 0.923923 -0.096 0.064 0.001
C -3.487348 -4.286197 5.347496 -0.058 -0.047 0.071
H 2.549245 -0.284652 2.514561 0.060 -0.191 -0.035
C 0.551857 2.479267 -2.307898 -0.058 -0.357 0.388
H 1.446913 2.035914 -8.086099 -0.044 -0.080 -0.011
H -1.333863 -2.932120 0.203813 0.147 0.401 0.747
C 5.673968 -2.975251 1.630318 -0.081 0.072 -0.096
H 2.983065 3.757272 2.799790 0.017 0.029 0.057
H 4.421484 1.065254 -2.164565 -0.027 -0.006 -0.005
H 0.951524 1.852952 -3.110420 -0.011 0.162 -0.124
O -3.644626 1.741640 0.146633 -0.039 0.350 -0.665
C 5.801763 -0.426440 -0.727520 0.235 0.305 0.159
H 0.700015 -4.343574 0.406915 -0.731 -0.592 -0.635
H -4.846688 0.661549 7.944700 0.020 -0.018 -0.021
C -1.405519 1.521291 0.946502 -0.109 0.346 0.323
H -1.261223 -6.109978 3.585637 -0.019 0.083 -0.046
N -0.849771 0.523436 -1.977527 0.760 -0.088 0.133
C 4.175696 3.610319 -1.669989 0.271 0.413 -0.317
H -4.465059 -4.515918 4.893895 0.001 0.009 0.010
H 5.331106 -3.035314 -0.485969 0.106 -0.096 -0.095
C 3.537551 0.180131 2.506478 0.455 0.596 0.223
H -1.818391 0.653054 -1.693138 -0.046 -0.016 -0.117
H -4.246792 -6.627561 4.106870 0.007 0.013 0.013
H 0.010400 3.629642 -11.468347 0.024 -0.005 0.024
H 1.399203 -3.451148 -1.030462 0.581 0.615 0.672
H -5.576080 1.096285 2.429766 -0.070 -0.011 0.002
N -3.141684 -0.305335 1.002152 0.497 0.133 0.384
H 5.881089 3.477351 -3.006205 -0.088 0.083 0.006
H 7.066754 -1.030456 0.862918 0.413 0.008 -0.147
H -2.083496 0.509706 -4.531791 -0.199 -0.063 0.002
H -6.776261 1.098343 5.608168 0.000 0.011 0.010
H -5.914740 -0.571746 7.256868 -0.001 -0.003 0.001
C -3.432130 -3.780800 2.276624 0.184 -0.039 -0.097
H 7.074798 1.288193 -1.029863 0.120 -0.131 -0.002
H -5.500359 2.846716 2.451592 0.002 0.003 0.000
H 5.610874 -0.403945 2.575429 0.001 -0.040 -0.090
C 6.169309 -2.839028 0.191634 0.301 0.292 0.003
C -0.313965 0.414312 -9.096913 0.019 -0.159 -0.070
H 1.048657 3.461822 -8.982865 -0.057 0.009 -0.037
N -2.374672 -4.602086 4.466389 0.031 0.018 -0.060
H 6.486865 -2.697112 2.308236 -0.076 0.034 0.050
C -5.786728 0.499721 7.415821 -0.013 0.013 0.011
C -1.413034 0.133370 -8.064271 0.018 -0.161 0.080
H 3.967008 3.335865 -0.630102 -0.085 -0.251 -0.086
H -4.221735 -0.924350 5.856097 -0.039 0.047 0.033
C -4.462762 -0.396505 4.929447 -0.005 -0.190 0.072
H 0.023909 3.107170 2.586961 0.148 0.116 -0.014
C -3.397920 -4.982242 6.696108 -0.014 0.009 0.011
H 2.965052 4.116138 -3.364831 0.054 -0.143 -0.118
H -1.099125 0.416091 -7.056997 -0.017 0.091 -0.023
H -1.184592 3.556944 -7.617390 -0.002 -0.012 -0.018
H 3.031362 2.397380 -3.085522 0.044 -0.088 0.140
C -5.596674 -1.155234 4.226910 0.074 -0.049 -0.081
H -3.472514 -3.205510 5.515176 0.020 0.010 -0.072
H -4.193862 -4.621335 7.347894 -0.004 0.002 -0.001
C -0.777929 2.298755 -0.220023 -0.267 -0.450 -0.041
C -3.294371 -6.837510 3.618839 0.070 -0.040 -0.055
H 0.600438 4.718148 2.229138 0.125 0.050 -0.240
C -4.534805 1.935473 4.153820 -0.001 0.210 -0.066
H -6.601573 0.831023 8.059770 -0.004 0.001 0.000
H 0.628070 -0.016693 -8.745421 0.015 0.062 0.044
H 0.996493 -0.534891 1.080974 -0.003 -0.173 0.029
N -0.248829 -1.203663 -0.464309 0.600 -1.106 -1.471
H 5.334970 0.128970 0.094306 -0.273 -0.078 -0.116
H -2.216119 -2.708926 3.683264 -0.059 -0.016 0.056
C 3.543251 1.335633 3.524056 -0.029 -0.207 0.029
H -0.559199 -0.137499 -10.008919 -0.050 0.078 -0.037
C 6.768869 -1.442446 -0.105378 -0.475 -0.128 0.327
H 7.147458 0.097453 -2.317561 -0.024 0.063 -0.058
H -0.322054 3.010207 -2.690675 0.027 -0.054 -0.124
C 4.630535 -0.858039 2.743345 -0.333 -0.013 0.047
H 2.055137 0.685259 -1.383642 -0.111 0.098 -0.133
H -2.441800 -4.772971 7.176931 0.019 -0.018 -0.021
C -2.146686 -6.017063 4.220818 0.031 -0.197 0.073
H -3.090037 -7.901208 3.750500 0.004 -0.002 0.008
H 1.789045 3.399420 -0.740004 0.043 -0.122 -0.039
H -1.531904 1.730806 -10.924204 0.008 -0.062 0.043
H -1.345273 -3.937187 2.801551 -0.004 -0.075 0.018
H -3.552253 -0.467055 4.323839 -0.014 0.088 -0.042
H 4.599029 -1.147159 3.798271 0.146 0.012 -0.008
C 5.417629 1.444701 -2.408376 0.459 0.357 0.042
P -0.564704 -0.960332 -4.495233 0.519 0.612 -0.344
H 3.947238 0.970988 4.471550 -0.111 0.007 0.031
H -5.790566 2.348775 6.347767 0.021 0.021 -0.069
H -6.631201 2.018475 3.513893 0.018 -0.012 0.054
H 4.991453 -0.912358 -1.283243 0.119 -0.160 -0.028
H 6.951053 -3.570190 -0.021215 -0.154 -0.184 0.099
C -0.364006 -2.617228 -0.169662 0.015 -0.351 0.275
H 3.718011 0.647478 1.529731 -0.360 -0.302 -0.201
N -0.285056 -1.549653 -2.804109 -0.739 -0.516 -0.049
H -1.500048 2.218472 1.786011 -0.142 -0.118 -0.078
C 0.042754 1.489322 -1.228771 0.118 0.917 -0.260
H 5.568953 1.298886 -3.479138 -0.202 -0.151 0.000
H -2.341592 0.654977 -8.296400 0.012 0.034 0.007
H 7.669286 -1.560967 -0.708942 -0.062 0.123 -0.120
H 0.039498 -2.504749 -2.679176 -0.153 -0.046 0.142
H 3.702682 -2.752339 2.413251 -0.236 0.208 -0.120
C 1.047824 -0.610440 -0.001567 -0.313 1.076 0.416
C 2.148292 1.970689 3.723175 0.569 0.366 -0.460
H -1.638156 -0.935371 -8.043050 0.005 -0.004 -0.027
C 0.612771 -3.512434 -0.282161 0.304 0.054 -0.158
H -3.569058 1.744436 3.669030 -0.003 -0.080 0.010
H 6.225881 3.124517 -1.332588 -0.010 0.148 -0.047
H -5.417400 -2.230135 4.299177 -0.006 0.005 0.032
H -4.416907 -3.718892 2.737087 0.004 0.014 0.007
H -6.565039 -0.956837 4.687551 0.007 0.017 0.015
H 1.440041 1.402407 3.111777 -0.158 -0.131 0.293
C 0.904984 3.672218 2.265720 0.021 -0.066 0.569
H -3.392958 -4.679940 1.661735 -0.048 -0.039 0.052
H -4.445279 2.938105 4.583857 -0.046 -0.027 0.077
H -1.858594 -6.478521 5.167333 -0.040 0.051 0.039
C 6.466785 0.613208 -1.636559 -0.289 -0.159 0.014
H -3.412473 -6.665869 2.549424 -0.063 0.054 0.017
C -5.631325 1.966008 3.083236 0.118 -0.027 -0.123
H -0.596585 4.514640 -10.060837 0.003 0.003 0.000
C 1.270745 0.786108 -0.629089 -0.066 -0.548 0.270
H -3.335022 -2.923378 1.604694 -0.103 0.017 0.008
H 5.442944 -4.017798 1.858651 0.031 -0.023 -0.123
N -4.673252 1.002619 5.256179 0.130 -0.004 -0.074
C -5.814328 1.281896 6.111781 -0.076 -0.065 0.059
C -2.813485 1.040499 0.643672 -0.074 -0.602 0.309
H -3.513695 -6.062902 6.611019 0.001 -0.003 0.002
H -2.511765 -0.599705 1.744563 -0.011 -0.172 -0.042
H 1.180745 3.326913 1.265010 0.160 0.166 0.344
H 4.346401 4.691563 -1.655282 -0.042 -0.011 0.239
H 1.871465 1.901349 4.774015 -0.248 -0.135 -0.088
H 4.248415 2.090773 3.169448 0.027 0.033 0.127
H 1.880791 -1.256076 -0.269852 -0.093 -0.175 0.010
C 2.964113 3.360603 -2.575748 -0.055 0.108 0.319
C -0.839403 3.745934 -10.795294 -0.019 0.004 -0.012
H -0.153979 3.097520 0.178865 -0.254 -0.154 -0.332
H -0.421348 2.375553 -6.542634 -0.063 -0.009 -0.032
Br -0.797174 -2.949148 -5.399190 -0.100 -0.062 0.209
H -2.944407 -0.925716 0.223174 -0.439 -0.032 -0.094
C 2.044841 3.444912 3.263543 -0.082 -0.053 0.010
O -2.085915 -0.452656 -4.405450 -0.026 -0.194 0.100
H 1.233623 4.474230 -1.988772 0.020 0.033 0.242
H -1.687105 4.109554 -11.376128 -0.004 -0.001 -0.001
H -2.059829 2.573010 -9.476262 -0.004 0.002 -0.017
H 1.681148 1.431013 0.147487 0.041 -0.021 -0.048
C -1.196744 2.418977 -10.144256 -0.023 0.104 -0.008
C -0.466925 -0.800994 -1.759439 -0.360 0.557 0.076
H -0.801770 0.692590 1.311498 0.158 0.059 -0.097
N -0.071356 1.793146 -9.469507 -0.004 -0.058 0.083
C -0.228380 3.143993 -7.293609 0.070 -0.012 0.059
C 4.419444 -2.110377 1.892200 0.359 -0.420 0.228
H -1.596275 2.758712 -0.781631 0.011 0.174 0.117
C -2.296341 -3.737912 3.310149 0.061 0.204 -0.072
C 0.599012 2.607795 -8.472442 0.123 0.154 0.019
H -5.662161 -0.911307 3.167294 -0.052 0.055 0.016
```
Forces are in eV/Å.


C20H30As3F18O15Pt | ωB97M-V with the def2-TZVPD basis set

Multiplicity ... 4
Gap between HOMO and LUMO (spin up / spin down) ... 9.46 / 5.40 eV

XYZ file:
```
87
Properties=species:S:1:pos:R:3:forces:R:3
C -1.684592 4.538333 2.981285 1.402 0.579 0.525
C 0.568698 5.871823 2.724505 0.153 1.171 -0.571
C -0.617662 -2.464257 -2.164305 0.683 -0.715 -0.252
F -0.311402 0.168413 -4.503635 2.206 -0.735 0.689
H 7.741138 -1.781607 0.593095 0.096 0.607 0.053
C -2.835452 -0.242207 0.819045 1.233 -1.074 -1.156
F -0.397392 3.278673 -3.918225 -2.448 -0.911 1.976
F -0.717052 2.168583 -1.617205 0.170 -0.138 0.402
O 0.391378 3.433713 2.707645 -2.108 -1.871 -1.769
H 6.612798 -2.379017 -0.544045 0.095 0.129 -0.392
F 2.166908 3.337803 -2.650595 0.302 -0.131 2.563
F 4.088888 2.467523 -1.454165 -1.131 0.065 1.221
O -1.692542 3.611683 1.941155 -1.253 -1.764 -1.299
O 0.372848 -0.911767 1.298965 -0.017 -1.927 2.730
C 5.614938 -1.453457 1.026285 1.482 -0.390 1.091
H -1.902872 -5.199587 -5.305425 0.096 0.290 -0.080
F -3.004632 3.212683 -1.547945 -0.066 -0.260 0.101
O 0.083928 -1.810727 -1.413185 0.127 0.103 0.034
F 1.810658 -0.274827 -5.934095 -0.594 0.254 1.502
H -0.292412 -5.486957 -4.636245 -0.131 -0.245 0.040
F -1.183542 4.717273 -2.173525 -0.758 -1.481 0.198
H -3.014852 -3.850897 -2.633945 -0.188 0.013 0.087
H -5.549642 -1.338517 1.298865 0.506 0.016 -1.171
C -5.659462 0.974973 2.334255 0.636 0.547 1.530
H -0.907212 -3.059657 -4.667385 0.288 0.047 -0.060
H -1.798362 -5.829487 -3.695975 0.290 -0.045 0.225
O 4.461768 -1.559647 0.269965 -3.202 0.524 -0.618
C -2.498972 -3.117827 -3.254095 1.687 -2.062 -0.657
H 0.001908 4.734893 4.292445 0.070 -1.098 0.150
H -6.268332 0.938683 3.237615 -0.512 -1.286 -0.111
H 1.622978 5.835133 2.450215 0.110 -1.133 0.244
H -0.464472 -5.982007 2.607655 0.178 0.162 0.261
C 6.827708 -1.502847 0.067695 -1.080 -0.983 0.741
As 2.712458 3.451573 -0.955205 2.025 4.676 -3.006
C -0.225002 -5.179037 1.910525 -0.779 0.358 -0.022
H -2.199672 5.429793 2.623375 0.374 0.073 0.163
H 0.582008 6.606903 3.529235 -0.336 0.042 0.140
O -3.400722 -1.467107 1.155565 2.616 -0.717 -3.400
As -1.805652 3.165093 -2.767015 0.888 1.494 -5.243
O 0.319738 -2.199047 3.227725 0.058 0.989 -1.005
H -2.135552 4.171673 3.903405 -0.477 -0.339 -0.303
Pt 0.259678 0.560753 -0.510835 -1.286 -0.435 -1.332
H 6.875718 -0.612537 -0.559305 0.211 -0.046 0.160
H -5.385852 2.002573 2.573565 0.786 0.262 -0.909
F 1.192118 0.609213 -2.552435 -0.096 -0.500 1.368
C 3.570188 -0.565687 0.580245 -0.983 1.834 -1.739
H 0.847128 -5.113267 1.725285 0.031 0.360 0.505
C -4.407352 0.037483 2.404475 -2.519 3.815 1.550
H -0.267472 -3.782297 4.398725 -0.058 0.012 -0.238
H -1.570642 -2.646347 3.905555 0.129 0.226 0.444
O 2.526468 -0.307287 -0.049285 3.238 -1.949 2.054
F 1.460138 1.972933 -4.627635 0.566 -3.975 0.508
O -1.951302 -0.008257 -0.021635 -2.284 -1.142 2.055
H -3.163202 -2.757207 -4.039495 0.223 0.744 0.434
H 0.187388 6.404473 1.853305 -0.673 -0.398 -0.122
C -4.580972 -1.226237 1.785865 -2.368 -3.591 2.509
C -1.303122 -5.156857 -4.396265 0.096 0.429 0.312
C -1.204472 -3.731417 -3.862115 -1.544 -0.655 -1.391
H 5.674248 -0.271737 2.859105 -0.555 0.160 -0.039
C -0.655822 -3.152927 3.597995 -0.936 -0.842 0.177
F -2.781012 3.968513 -4.088045 0.745 -1.024 2.214
H -4.006312 0.023253 3.417915 -0.107 -0.123 0.131
H -2.012652 -4.033237 2.012675 -0.242 0.108 0.939
As 1.490128 0.119923 -4.225725 0.525 2.283 -4.742
F 3.310298 3.666023 0.707725 -0.934 -1.048 -1.101
C 5.398668 -0.192887 1.807475 2.049 1.686 -0.790
C -0.165092 4.613113 3.222225 0.967 3.395 1.169
O -0.436832 1.963093 1.103215 -0.248 0.827 1.363
O -3.432922 0.580163 1.607515 2.427 4.280 -1.406
F 1.774398 1.966193 -0.450695 0.331 0.583 0.415
C 0.065658 -1.936897 1.931585 0.988 2.839 -2.422
F 3.270608 0.187203 -3.991065 -2.188 -0.237 0.435
F 1.295268 4.490803 -0.620685 1.042 -1.539 0.340
O -1.866122 -2.187147 -2.408785 -1.453 2.159 0.644
F 1.443238 -1.644897 -3.874185 -0.139 1.881 0.167
C -0.589332 2.913893 1.856335 2.204 0.225 0.225
H -0.631252 -5.522957 0.959325 -0.122 0.143 -0.104
H 6.076658 0.483983 1.287595 0.002 0.840 0.667
H -4.635972 -1.920847 2.624065 -0.189 -0.644 -0.195
F 3.678918 4.943143 -1.335565 -1.127 -1.650 0.346
H 5.660378 -2.194907 1.823965 -0.009 -1.045 -0.679
F -2.441232 1.544673 -3.346715 1.003 2.070 1.045
H -6.260792 0.958703 1.425275 0.279 -0.283 0.066
O 4.090508 0.267083 1.541845 -1.334 -1.705 -0.749
C -0.972832 -3.840087 2.276425 0.573 -3.345 -0.737
O -0.247662 -3.601757 -2.817695 0.070 1.185 1.191
O -0.590892 -2.894217 1.324575 0.220 0.991 -0.287
```
Forces are in eV/Å.


Table of electronic energy (eV), in record order: -142104.89620, -286614.99461